Entry from the Open Molecules 2025 dataset: a cluster of 16 separate species, C34H96F3O17 in total at a distorted geometry (the ωB97M-V functional and the def2-TZVPD basis).

Each atom is followed by the atoms it is bonded to, with distances in Å.
Element x y z (Å)
1 C 1.9517 -0.2638 1.1557  O2 1.435, O3 1.345, C4 1.547, H15 1.103
2 O 1.2365 0.0414 -0.0500  C1 1.435, C8 1.407
3 O 2.6845 -1.3632 0.9039  C1 1.345
4 C 2.6920 1.0147 1.6145  C1 1.547, F5 1.349, F6 1.343, F7 1.358
5 F 3.6230 0.6967 2.5378  C4 1.349
6 F 3.3164 1.7152 0.6541  C4 1.343
7 F 1.8170 1.8681 2.2063  C4 1.358
8 C -0.0437 0.6020 0.1148  O2 1.407, C9 1.527, H13 1.095, H14 1.095
9 C -0.5457 1.0472 -1.2566  C8 1.527, H10 1.094, H11 1.092, H12 1.092
10 H 0.0265 1.8774 -1.6813  C9 1.094
11 H -0.3865 0.2956 -2.0330  C9 1.092
12 H -1.5923 1.3490 -1.1763  C9 1.092
13 H -0.0128 1.5424 0.6758  C8 1.095
14 H -0.7915 -0.0444 0.5855  C8 1.095
15 H 1.2294 -0.4816 1.9597  C1 1.103
16 C 3.3743 0.9380 -4.1762  C17 1.519, H19 1.091, H20 1.090, H21 1.091
17 C 2.4558 0.4694 -3.0602  C16 1.519, O18 1.414, H22 1.099, H23 1.095
18 O 3.2233 -0.3365 -2.1874  C17 1.414, H24 0.970
19 H 3.7344 0.0302 -4.6629  C16 1.091
20 H 4.2069 1.5210 -3.7835  C16 1.090
21 H 2.8608 1.5790 -4.8949  C16 1.091
22 H 1.6047 -0.0581 -3.5125  C17 1.099
23 H 2.0612 1.3008 -2.4667  C17 1.095
24 H 2.7413 -0.4164 -1.3492  O18 0.970
25 C 0.3015 -0.0997 -6.2716  C26 1.516, H28 1.090, H29 1.093, H30 1.087
26 C -0.8108 -0.6339 -5.3914  C25 1.516, O27 1.420, H31 1.097, H32 1.099
27 O -1.3500 0.4458 -4.6429  C26 1.420, H33 0.974
28 H 0.8867 -0.8978 -6.7289  C25 1.090
29 H 1.0130 0.4122 -5.6184  C25 1.093
30 H -0.0926 0.6001 -7.0044  C25 1.087
31 H -0.4734 -1.4308 -4.7172  C26 1.097
32 H -1.5861 -1.0922 -6.0214  C26 1.099
33 H -2.1197 0.1226 -4.1414  O27 0.974
34 C 2.0684 4.4264 -1.4722  C35 1.511, H37 1.095, H38 1.092, H39 1.091
35 C 2.1141 5.9347 -1.3999  C34 1.511, O36 1.431, H40 1.091, H41 1.095
36 O 1.4111 6.5746 -2.4695  C35 1.431, H42 0.964
37 H 1.0413 4.0777 -1.3220  C34 1.095
38 H 2.6897 3.9754 -0.6957  C34 1.092
39 H 2.3796 3.9854 -2.4206  C34 1.091
40 H 3.1488 6.2793 -1.4399  C35 1.091
41 H 1.7052 6.2845 -0.4458  C35 1.095
42 H 0.4780 6.3904 -2.3103  O36 0.964
43 C -3.9627 2.8274 -2.2217  C44 1.514, H46 1.094, H47 1.091, H48 1.089
44 C -4.7822 3.9092 -2.8923  C43 1.514, O45 1.435, H49 1.091, H50 1.096
45 O -5.5256 3.3056 -3.9605  C44 1.435, H51 0.961
46 H -4.6474 2.0427 -1.8870  C43 1.094
47 H -3.4877 3.2245 -1.3238  C43 1.091
48 H -3.2298 2.3827 -2.8936  C43 1.089
49 H -4.1714 4.7313 -3.2686  C44 1.091
50 H -5.5130 4.3279 -2.1917  C44 1.096
51 H -6.0931 3.9737 -4.3534  O45 0.961
52 C 3.8281 -5.8884 -1.1177  C53 1.520, H55 1.089, H56 1.091, H57 1.093
53 C 3.1932 -4.8225 -0.2403  C52 1.520, O54 1.411, H58 1.097, H59 1.093
54 O 3.9069 -3.6177 -0.4158  C53 1.411, H60 0.973
55 H 4.8508 -6.0957 -0.8046  C52 1.089
56 H 3.8120 -5.5759 -2.1627  C52 1.091
57 H 3.2569 -6.8182 -1.0500  C52 1.093
58 H 3.2199 -5.1661 0.8007  C53 1.097
59 H 2.1457 -4.6690 -0.5119  C53 1.093
60 H 3.3910 -2.8806 -0.0459  O54 0.973
61 C -5.5018 0.2448 2.1038  C62 1.530, H64 1.088, H65 1.092, H66 1.094
62 C -4.3710 1.1847 1.6794  C61 1.530, O63 1.425, H67 1.092, H68 1.096
63 O -3.8927 1.8388 2.8518  C62 1.425, H69 0.976
64 H -6.2355 0.7593 2.7213  C61 1.088
65 H -5.0802 -0.5662 2.7017  C61 1.092
66 H -5.9962 -0.2026 1.2360  C61 1.094
67 H -4.6750 1.8851 0.8991  C62 1.092
68 H -3.5487 0.6049 1.2436  C62 1.096
69 H -3.1947 1.2567 3.2067  O63 0.976
70 C -1.7982 4.5366 -4.9006  C71 1.518, H73 1.093, H74 1.091, H75 1.092
71 C -0.7450 3.8885 -4.0210  C70 1.518, O72 1.405, H76 1.095, H77 1.091
72 O 0.0220 2.9255 -4.6987  C71 1.405, H78 0.976
73 H -1.2721 4.9336 -5.7728  C70 1.093
74 H -2.3020 5.3642 -4.4000  C70 1.091
75 H -2.5480 3.8369 -5.2765  C70 1.092
76 H -1.1763 3.4664 -3.1070  C71 1.095
77 H -0.0662 4.6829 -3.7077  C71 1.091
78 H -0.4457 2.0693 -4.7173  O72 0.976
79 C -4.7140 -2.0702 -1.7593  C80 1.526, H82 1.094, H83 1.090, H84 1.091
80 C -3.5839 -1.0721 -1.9971  C79 1.526, O81 1.427, H85 1.090, H86 1.099
81 O -3.4883 -0.7040 -3.3726  C80 1.427, H87 0.964
82 H -4.8076 -2.2071 -0.6777  C79 1.094
83 H -4.4935 -3.0668 -2.1431  C79 1.090
84 H -5.6416 -1.6941 -2.1935  C79 1.091
85 H -2.6553 -1.4908 -1.6089  C80 1.090
86 H -3.8023 -0.1473 -1.4454  C80 1.099
87 H -4.3734 -0.4226 -3.6315  O81 0.964
88 C -2.2321 -2.3589 1.8638  C89 1.516, H91 1.095, H92 1.087, H93 1.089
89 C -2.7691 -3.1351 3.0501  C88 1.516, O90 1.426, H94 1.095, H95 1.098
90 O -2.4667 -2.4211 4.2473  C89 1.426, H96 0.959
91 H -2.6635 -1.3530 1.8341  C88 1.095
92 H -2.4240 -2.7839 0.8824  C88 1.087
93 H -1.1703 -2.1877 2.0364  C88 1.089
94 H -2.3311 -4.1365 3.1230  C89 1.095
95 H -3.8572 -3.2728 2.9986  C89 1.098
96 H -2.7716 -2.8911 5.0262  O90 0.959
97 C -0.2070 1.7749 4.8477  C98 1.523, H100 1.093, H101 1.090, H102 1.094
98 C -0.6119 0.3990 4.3354  C97 1.523, O99 1.420, H103 1.093, H104 1.097
99 O -2.0259 0.3328 4.2261  C98 1.420, H105 0.980
100 H -0.4777 1.9118 5.8981  C97 1.093
101 H -0.6300 2.5983 4.2725  C97 1.090
102 H 0.8805 1.8906 4.8361  C97 1.094
103 H -0.1453 -0.3462 4.9853  C98 1.093
104 H -0.1277 0.2654 3.3604  C98 1.097
105 H -2.2465 -0.6148 4.3418  O99 0.980
106 C -1.1874 4.2500 0.7165  C107 1.506, H109 1.090, H110 1.091, H111 1.094
107 C -2.6123 4.6182 1.0365  C106 1.506, O108 1.431, H112 1.096, H113 1.095
108 O -3.0373 5.7368 0.2525  C107 1.431, H114 0.961
109 H -0.4964 5.0584 0.9564  C106 1.090
110 H -1.0668 3.8793 -0.3024  C106 1.091
111 H -0.8751 3.4234 1.3612  C106 1.094
112 H -2.6946 4.8518 2.1038  C107 1.096
113 H -3.2932 3.7744 0.8807  C107 1.095
114 H -3.8657 6.0502 0.6252  O108 0.961
115 C 7.0921 -3.1032 2.3803  C116 1.525, H118 1.092, H119 1.091, H120 1.095
116 C 5.6199 -2.7163 2.4709  C115 1.525, O117 1.414, H121 1.100, H122 1.092
117 O 5.4516 -1.5112 1.7513  C116 1.414, H123 0.980
118 H 7.6949 -2.2527 2.7055  C115 1.092
119 H 7.3851 -3.3860 1.3680  C115 1.091
120 H 7.3658 -3.9424 3.0279  C115 1.095
121 H 5.4140 -2.5278 3.5351  C116 1.100
122 H 4.9875 -3.5282 2.1072  C116 1.092
123 H 4.5063 -1.4545 1.4994  O117 0.980
124 C -0.0731 -3.9541 -2.5212  C125 1.512, H127 1.091, H128 1.092, H129 1.092
125 C 0.3933 -2.6955 -1.8260  C124 1.512, O126 1.424, H130 1.102, H131 1.097
126 O 0.3580 -2.8612 -0.4124  C125 1.424, H132 0.974
127 H 0.0168 -3.8265 -3.6011  C124 1.091
128 H -1.1041 -4.2000 -2.2590  C124 1.092
129 H 0.5384 -4.8011 -2.2043  C124 1.092
130 H -0.2220 -1.8426 -2.1539  C125 1.102
131 H 1.4005 -2.3696 -2.1136  C125 1.097
132 H 1.1217 -2.3660 -0.0660  O126 0.974
133 C 0.8606 -4.9912 3.8779  C134 1.516, H136 1.090, H137 1.095, H138 1.090
134 C 0.9079 -3.7093 3.0704  C133 1.516, O135 1.394, H139 1.104, H140 1.101
135 O 2.2288 -3.3112 2.8727  C134 1.394, H141 0.986
136 H 1.3372 -5.7966 3.3192  C133 1.090
137 H -0.1948 -5.2451 4.0245  C133 1.095
138 H 1.3099 -4.9279 4.8688  C133 1.090
139 H 0.2690 -2.9254 3.5141  C134 1.104
140 H 0.3763 -3.8545 2.1167  C134 1.101
141 H 2.3741 -2.6335 2.1709  O135 0.986
142 C 2.1789 -1.7927 6.1189  C143 1.508, H145 1.089, H146 1.092, H147 1.091
143 C 3.1252 -0.8300 5.4477  C142 1.508, O144 1.431, H148 1.099, H149 1.093
144 O 3.9413 -0.1893 6.4327  C143 1.431, H150 0.961
145 H 1.5031 -1.3263 6.8342  C142 1.089
146 H 2.7776 -2.5666 6.6048  C142 1.092
147 H 1.6209 -2.2574 5.3050  C142 1.091
148 H 2.5131 -0.0791 4.9292  C143 1.099
149 H 3.7824 -1.3294 4.7317  C143 1.093
150 H 4.4713 0.4863 6.0011  O144 0.961

Properties
HOMO energy, eV: -6.54
Energy, eV: -79775.336
Net charge: -1
ΔE to the lowest compared entry with this formula, charge and spin, kcal/mol: 0.0